Computed, not measured: 3 unconnected molecules or ions with the total composition C5H13NO2 in a non-equilibrium geometry, with ωB97M-V with the def2-TZVPD basis set.

Atoms and positions in Å:
O 1.0097 2.5834 0.5253
O -1.5395 2.3631 -0.9860
N -0.3279 -1.2844 -1.5109
C 0.1530 -1.5140 -0.2157
C 0.2156 -0.5241 0.6894
C 0.5569 0.1700 3.0263
C 0.2684 -0.7631 2.1205
C 0.1812 -2.0621 -2.6207
H 0.8831 3.2024 -0.2015
H 0.6813 -0.0352 4.0815
H 1.0628 -1.6467 -3.1066
H 0.3883 -3.0794 -2.2752
H -2.0259 3.1776 -0.8080
H 0.2126 -2.5777 -0.0037
H -0.3762 -0.2930 -1.6954
H 0.2592 0.4788 0.2757
H 0.3328 2.8776 1.1403
H -0.6283 -2.3044 -3.3157
H 0.6701 1.2246 2.8032
H -0.0790 -1.7537 2.4012
H -1.8981 1.7604 -0.3242

Output
- frontier orbital gap (eV) = 7.8
- SMILES string = C=C/C=C/NC.O.O
- calculated total energy (eV) = -10979.22116
- LUMO energy (eV) = 0.45



Computed, not measured: 2 unconnected molecules or ions with the total composition C5H13NO2, with ωB97M-V with the def2-TZVPD basis set.

Atoms and positions in Å:
O -1.3798 0.7531 1.3110
O -0.4067 1.1300 -1.5719
N 1.5599 1.0018 3.2781
C 0.2500 0.3948 3.0438
C -0.2274 0.7566 1.6553
C -1.5606 -0.8919 -2.3241
C -0.3411 -0.2962 -1.6066
C 0.9684 -0.6750 -2.2862
H 1.7266 1.0507 4.2709
H -0.4515 0.7531 3.7942
H 0.2345 -0.7043 3.0905
H -1.2682 -1.6993 -2.9973
H -0.3066 -0.6712 -0.5807
H 2.3129 0.4867 2.8452
H -1.1778 1.3376 -1.0392
H -2.0970 -0.1446 -2.9050
H 1.1466 -1.7410 -2.1630
H 0.9253 -0.4425 -3.3494
H 0.5691 1.0501 0.9460
H -2.2531 -1.3284 -1.6011
H 1.7763 -0.1202 -1.8104

Output
- frontier orbital gap (eV) = 10.6
- SMILES string = CC(C)O.NCC=O
- calculated total energy (eV) = -10980.20194
- LUMO energy (eV) = 0.83



Computed, not measured: 2 unconnected molecules or ions with the total composition C5H13NO2 in a non-equilibrium geometry, with ωB97M-V with the def2-TZVPD basis set.

Atoms and positions in Å:
O 0.6366 1.2025 1.4662
O -1.7792 -3.6601 0.7765
N -1.0333 -2.1310 -0.8382
C 0.9677 2.1574 0.5438
C 2.2814 2.3543 0.2825
C 0.1732 -1.3184 -1.2218
C -1.0010 -2.4509 0.5500
C -0.2061 2.8364 -0.1201
H -0.3713 1.2029 1.5230
H -0.7358 3.5196 0.4983
H -0.0455 -2.8080 1.0461
H 0.2067 -0.3886 -0.6012
H 1.0787 -1.9491 -1.0087
H -1.0298 -3.0131 -1.3291
H -0.9103 2.1300 -0.4981
H 2.5746 3.0699 -0.4562
H -1.3784 -1.5469 1.1087
H 3.0180 1.8566 0.8258
H 0.1418 3.4380 -0.9765
H -2.7279 -3.4102 0.7438
H 0.1399 -1.0912 -2.3149

Output
- frontier orbital gap (eV) = 9.5
- SMILES string = C=C(C)O.CNCO
- calculated total energy (eV) = -10979.26191
- LUMO energy (eV) = 0.69



Computed, not measured: 3 unconnected molecules or ions with the total composition C5H13NO2 in a non-equilibrium geometry, with ωB97M-V with the def2-TZVPD basis set.

Atoms and positions in Å:
O 1.9492 0.6105 -0.2785
O 0.4857 1.1689 1.7825
N -0.9615 1.4812 0.0147
C 0.2889 -1.7224 -2.4803
C -1.1891 0.1071 0.3244
C -1.1089 -0.8389 -0.6968
C -0.5116 1.9619 1.3401
C -0.2705 -0.7006 -1.8388
H -1.3978 1.9591 1.9936
H -2.1958 0.0476 0.7674
H 1.9610 -0.3511 -0.2278
H 0.1805 -2.7568 -2.1700
H 0.9947 -1.5188 -3.2739
H 1.2212 -1.6802 2.2199
H -0.1561 1.5423 -0.5879
H -0.3785 -0.1300 1.1052
H -1.4342 -1.8509 -0.4790
H 1.4701 0.8973 0.5837
H 1.3784 -1.5492 2.9317
H -0.2439 3.0234 1.1475
H -0.0818 0.2994 -2.1778

Output
- frontier orbital gap (eV) = 6.3
- calculated total energy (eV) = -10975.41859
- LUMO energy (eV) = -2.27



Computed, not measured: 2 unconnected molecules or ions with the total composition C5H13NO2 in a non-equilibrium geometry, with ωB97M-V with the def2-TZVPD basis set.

Atoms and positions in Å:
O 1.6772 -0.0964 -3.5840
O -1.4982 -2.9527 0.9329
N -0.2556 -2.6945 -0.8895
C 0.6582 2.3008 1.0654
C -0.6846 1.6064 1.4127
C -0.0679 -0.9324 0.7524
C -1.0963 0.2141 0.7968
C -0.8148 -2.2110 0.3005
H 0.8080 3.1836 1.6244
H 1.4578 1.7759 1.5458
H -2.1126 -0.0366 1.1554
H -1.2886 0.4035 -0.3646
H -0.6478 1.3742 2.5638
H 0.1346 -1.2115 1.8696
H 0.8599 2.5604 -0.0148
H 1.2863 0.4821 -4.1623
H -1.4860 2.3315 1.1628
H -0.5862 -3.6043 -1.2083
H 2.5942 0.2415 -3.6393
H 0.8445 -0.5433 0.2057
H 0.2178 -2.1912 -1.5254

Output
- frontier orbital gap (eV) = 10.3
- SMILES string = CCCCC(N)=O.O
- calculated total energy (eV) = -10980.11879
- LUMO energy (eV) = 0.54



Computed, not measured: 2 unconnected molecules or ions with the total composition C5H13NO2 in a non-equilibrium geometry, with ωB97M-V with the def2-TZVPD basis set.

Atoms and positions in Å:
O 0.0955 3.2663 -5.6729
O 0.3797 0.5619 -2.5939
N 0.5366 -1.2778 0.4761
C -0.3191 0.1233 2.3471
C -1.5517 -0.6917 2.5482
C 0.2429 -0.3728 -1.8232
C 0.6965 -0.0678 -0.4448
C 0.7458 -0.8654 1.8384
H 0.1497 0.7389 0.1568
H 0.1179 0.3173 3.2843
H 1.7137 0.2239 -0.3670
H 0.3899 2.5274 -5.1744
H 0.8657 -2.1182 0.0317
H -0.2350 -1.2924 -2.1108
H -0.5966 0.8474 1.6725
H -2.2208 -0.2348 3.3852
H 1.7513 -0.3021 1.9324
H 1.0259 -1.7326 2.5220
H -2.1016 -0.8042 1.6207
H -1.2602 -1.8356 2.6999
H -0.4263 2.9889 -6.3285

Output
- frontier orbital gap (eV) = 9.6
- SMILES string = CCCNCC=O.O
- calculated total energy (eV) = -10978.24197
- LUMO energy (eV) = 0.74



Computed, not measured: a single C5H13NO2S molecule in a non-equilibrium geometry, with ωB97M-V with the def2-TZVPD basis set.

Atoms and positions in Å:
S -0.3882 -1.1321 0.7757
O 0.1961 1.9452 -0.8902
O 0.8351 -1.7722 1.2092
N -0.3790 -0.0962 -0.3344
C 0.3256 2.5695 -2.1307
C 2.0692 0.6054 0.1573
C -1.2782 -0.6213 2.2654
C -1.5957 -2.4910 0.1895
C 0.7611 0.6286 -0.7977
H -0.3745 3.4012 -2.1632
H 1.6619 0.8801 1.1512
H -1.0471 -3.3590 0.2579
H -2.4778 -2.4527 0.7148
H -0.8254 0.2202 2.8669
H 0.2506 1.8751 -3.0911
H 2.7584 1.2284 -0.2972
H -2.3241 -0.4335 2.1093
H -1.7899 -2.1752 -0.8050
H 1.0010 0.1800 -1.8272
H -1.2062 -1.4510 2.8952
H 1.3691 2.9604 -2.4299
H 2.4579 -0.5101 0.1741

Output
- frontier orbital gap (eV) = 9.4
- SMILES string = CO[C@@H](C)N=S(C)(C)=O
- calculated total energy (eV) = -21812.33610
- LUMO energy (eV) = 0.67



Computed, not measured: 2 unconnected molecules or ions with the total composition C5H13NO3 in a non-equilibrium geometry, with ωB97M-V with the def2-TZVPD basis set.

Atoms and positions in Å:
O 0.0896 1.7944 -1.4247
O -2.2249 1.0003 0.0502
O -1.7512 -1.0160 -1.0026
N 1.0335 0.7972 0.4897
C -1.4324 -0.1608 0.0874
C 0.5128 0.7501 -0.9683
C 2.3735 0.3742 0.9209
C 0.9734 -0.4459 -1.7441
C -1.7415 -0.8718 1.4046
H -1.4362 -0.2673 2.2626
H 1.0721 -1.3390 -1.1308
H 3.1587 0.8607 0.3394
H -2.7038 -1.1970 -0.9685
H 2.4491 -0.7048 0.7976
H -2.8211 -1.0515 1.4955
H -0.0306 0.1898 0.6055
H -1.2289 -1.8347 1.4489
H 1.9214 -0.2076 -2.2365
H -1.8342 1.5826 -0.6247
H 2.5179 0.6304 1.9710
H 0.8794 1.7735 0.7293
H 0.2235 -0.6569 -2.5024

Output
- frontier orbital gap (eV) = 8.1
- calculated total energy (eV) = -13025.46808
- LUMO energy (eV) = 0.59



Computed, not measured: 2 unconnected molecules or ions with the total composition C5H13NO3, with ωB97M-V with the def2-TZVPD basis set.

Atoms and positions in Å:
O -0.9229 0.0738 -0.1885
O -0.9865 0.2323 2.1994
O 0.9927 0.0658 1.0517
N 1.4819 2.1325 -0.6063
C -2.3220 -0.0865 -0.2913
C 1.8809 -0.0967 -1.5425
C -0.2146 -0.3681 1.1479
C 1.0537 1.0901 -1.2588
C -0.4123 -1.8807 1.2561
H 0.1419 1.2222 -1.8208
H 0.8489 2.9012 -0.4413
H -2.6099 -1.1321 -0.4670
H 0.0246 -2.3614 0.3802
H 1.2468 -0.9784 -1.4938
H 2.2607 0.0001 -2.5695
H 0.1092 -2.2253 2.1487
H 2.6985 -0.2080 -0.8366
H -2.8269 0.2704 0.6120
H -2.6739 0.5047 -1.1439
H -0.4850 1.0283 2.4137
H -1.4632 -2.1607 1.3373
H 2.1774 1.9765 0.1135

Output
- frontier orbital gap (eV) = 8.2
- calculated total energy (eV) = -13026.41655
- LUMO energy (eV) = 0.16



Computed, not measured: 2 unconnected molecules or ions with the total composition C5H13NO3 in a non-equilibrium geometry, with ωB97M-V with the def2-TZVPD basis set.

Atoms and positions in Å:
O 2.8541 -1.7357 0.7446
O 0.7434 -0.2878 1.7638
O 0.5741 2.0632 -1.6231
N -0.9706 0.3879 0.4617
C 0.7602 -1.1186 -0.4748
C -1.4809 1.1387 1.6002
C 2.2756 -1.2946 -0.4896
C 0.1862 -0.3358 0.6783
C -1.9282 -0.0212 -0.5400
H 2.7923 -0.3830 -0.7723
H 2.5273 -2.0654 -1.2207
H -2.8771 -0.3174 -0.0918
H 0.3239 -2.1234 -0.4589
H -2.1200 0.7262 -1.2809
H 0.0668 1.7727 -0.8520
H 0.0282 2.6976 -2.0927
H -1.6201 -0.9238 -1.0459
H -2.0740 1.9599 1.2164
H -0.6627 1.4334 2.2342
H 0.4758 -0.6879 -1.4336
H -2.1654 0.5284 2.2098
H 2.2908 -1.4134 1.4674

Output
- frontier orbital gap (eV) = 10.2
- SMILES string = CN(C)C(=O)CCO.O
- calculated total energy (eV) = -13028.40725
- LUMO energy (eV) = 0.49